Record 1
Entry from OMol25: C5H12NO as an isolated structure (ωB97M-V with the def2-TZVPD basis set).

The geometry in XYZ format:
```
19
Properties=species:S:1:pos:R:3:forces:R:3:nbo_charge:R:1
C -1.11089 -1.19708 0.12614 0.70 -0.30 -0.72 -0.055
O 0.30754 -1.38858 -0.52761 -4.26 -1.91 1.56 -0.688
C -0.95624 -0.36092 1.38163 0.05 0.38 -1.20 -0.433
C -0.68077 1.15074 1.05596 -0.32 -0.41 0.83 -0.434
C -0.03607 1.24638 -0.28208 -0.05 1.24 0.58 -0.228
C 1.24693 0.99962 -0.50111 -0.56 1.06 0.15 -0.058
N 1.59008 0.24361 -1.67259 1.16 1.14 0.30 -0.817
H -1.72059 -0.79173 -0.67816 0.10 0.25 0.15 0.218
H -1.43413 -2.23362 0.24703 0.08 0.18 0.35 0.222
H 0.60812 -2.11585 0.00293 1.40 -0.49 -0.01 0.536
H -1.86214 -0.42703 1.97473 -0.04 -0.23 0.17 0.256
H -0.11038 -0.75631 1.92883 0.03 -0.23 0.38 0.216
H -1.65530 1.64012 1.05893 0.28 0.33 0.12 0.231
H -0.06854 1.47011 1.90346 -0.09 0.55 -0.30 0.239
H -0.73998 1.41975 -1.08752 0.10 -0.64 -0.42 0.219
H 1.98804 1.06189 0.28518 0.06 -0.41 0.00 0.227
H 2.58688 0.06769 -1.69985 -0.01 0.07 -0.56 0.418
H 1.19824 0.56726 -2.54871 0.10 0.05 -0.09 0.425
H 0.84921 -0.59603 -0.96718 1.27 -0.63 -1.29 0.505
```
Positions in Å, forces in eV/Å.

The value obtained for the total energy is -327.367552 Ha. Its energy relative to the best compared isomer or geometry (same formula, charge and spin) is 57.75 kcal per mole. Its total charge is +1.

=====

Record 2
Entry from OMol25: a 2-piece molecular cluster, C5H12NO overall (ωB97M-V with the def2-TZVPD basis set).

The geometry in XYZ format:
```
19
Properties=species:S:1:pos:R:3:forces:R:3:nbo_charge:R:1
C 0.89053 2.85288 1.20977 -0.07 2.91 -1.81 0.329
C -1.38381 -0.81427 -2.03942 0.02 0.15 0.65 -0.655
C 1.50560 -1.02648 0.65017 2.12 0.55 2.37 -0.423
C -0.89812 -1.20816 -0.64356 0.95 -2.84 -1.24 0.002
C -0.99454 -0.42242 0.57919 0.72 0.49 -0.03 -0.225
N 0.42100 -0.51269 -0.03350 -5.21 -3.22 -0.84 -0.378
O 0.80019 2.16712 0.22154 0.15 -0.56 0.53 -0.569
H 0.49208 2.68703 2.17900 -0.33 -1.22 1.23 0.131
H -1.17282 0.26794 -2.03901 -1.73 0.05 -0.50 0.228
H -0.95554 -1.13550 -3.02051 0.62 -0.56 1.42 0.272
H -2.37811 -1.37206 -2.02667 0.44 1.97 -0.26 0.264
H 2.37921 -0.37194 0.46794 -0.35 -0.58 -0.14 0.246
H 1.72425 -2.03546 0.45676 0.28 -1.22 -0.44 0.238
H 1.25285 -0.90036 1.69649 0.53 -0.37 0.50 0.209
H 1.21571 3.93084 1.09260 0.28 -0.92 0.07 0.135
H -1.03818 -2.36418 -0.60520 1.26 2.01 0.85 0.266
H -1.24403 0.61874 0.47337 -0.65 0.22 -0.01 0.229
H -1.11296 -0.77021 1.60665 -0.01 -0.55 -0.53 0.251
H 0.49669 0.40917 -0.22561 0.96 3.70 -1.83 0.449
```
Positions in Å, forces in eV/Å.

The value obtained for the total energy is -327.333452 Ha. Its energy relative to the best compared isomer or geometry (same formula, charge and spin) is 79.15 kcal per mole. Its total charge is +1.

=====

no.,frontier orbital gap (hartree)
1,0.3737
2,0.4134